A cluster of 3 separate species, C12H19F6NO8S in total in a non-equilibrium geometry. Source: the OMol25 dataset; level of theory: ωB97M-V/def2-TZVPD.

Its SMILES is CNC[C@@H]1COS(=O)(=O)O1.CCOC(=O)C(F)(F)F.CCOC(=O)C(F)(F)F. Its total energy is -2122.53932 hartree. As for the HOMO-LUMO gap: 9.1 eV.

Positions of all 47 atoms, in Å:
H 4.89 2.40 -2.79
H 4.61 5.12 -2.22
C 1.71 3.21 0.58
F -1.50 -6.97 0.86
H 4.23 4.55 -3.98
C -2.11 1.58 -1.58
C -0.70 -5.96 2.89
C -1.91 -4.14 3.82
H -0.25 -3.12 2.85
H -1.40 -4.32 4.77
C 3.48 2.36 -1.01
O 2.97 2.32 -3.66
C 3.82 2.84 -2.57
F -2.77 -0.89 2.46
C 3.87 4.47 -2.87
H -2.11 -0.47 -2.28
C -1.31 -2.95 3.08
O -1.90 -5.31 3.00
H 1.55 1.48 -0.69
H -1.38 -2.04 3.68
F -2.87 1.28 2.59
F -4.42 0.18 1.53
C -3.08 0.23 1.75
H -3.53 0.46 -2.75
H -1.03 1.66 -1.41
C -2.27 0.36 0.46
O 1.44 4.09 -5.23
H 0.74 2.72 1.07
O 0.33 -5.59 3.45
F -1.52 -8.20 2.66
H -1.98 0.75 -3.57
C -0.83 -7.21 2.03
F 0.37 -7.75 1.67
H -2.45 2.56 -1.94
H -2.96 -3.92 4.06
H 4.16 2.97 -0.25
O 2.41 4.83 -2.83
H -1.82 -2.79 2.13
S 1.77 3.57 -3.81
H 3.87 1.24 -0.93
O -1.27 -0.29 0.18
H 1.41 4.33 0.31
O 0.44 2.88 -3.30
C -2.45 0.52 -2.61
O -2.80 1.34 -0.34
H 2.57 3.21 1.38
N 2.00 2.42 -0.68

Formally, the Löwdin partial charges of the atoms, in units of the elementary charge, are as follows: H 0.16; H 0.16; C -0.15; F 0.14; H 0.14; C -0.21; C -0.32; C -0.20; H 0.08; H 0.13; C -0.16; O -0.21; C -0.28; F 0.10; C -0.13; H 0.08; C -0.07; O 0.01; H 0.11; H 0.08; F 0.15; F 0.14; C -0.46; H 0.08; H 0.10; C -0.32; O -0.31; H 0.09; O 0.14; F 0.14; H 0.08; C -0.47; F 0.14; H 0.13; H 0.13; H 0.14; O -0.24; H 0.08; S 0.89; H 0.14; O 0.13; H 0.10; O -0.35; C -0.06; O 0.01; H 0.08; N -0.15



The ion C12H19N2O with charge +1 in a non-equilibrium geometry. Source: the OMol25 dataset; level of theory: ωB97M-V/def2-TZVPD.

Its total energy is -652.91543 hartree. As for the HOMO-LUMO gap: 7.9 eV. As for the charge: +1. The value obtained for the energy above the lowest of the compared OMol25 structures with the same formula, charge and spin is 152.36 kcal/mol.

Positions of all 34 atoms, in Å:
O 0.03 -0.41 3.34
C 1.84 -0.13 1.92
C -0.73 -1.13 -0.85
H -1.57 -0.58 -3.36
H -0.25 0.62 -3.64
C -0.64 2.55 -2.02
H 1.24 -1.38 -0.46
C -2.17 0.56 2.67
H -2.81 0.58 1.85
C 0.55 -1.99 -0.83
C -0.64 1.33 -1.20
C -0.72 0.20 2.37
H -1.18 -0.85 0.08
H 3.98 -0.34 1.71
H 3.27 0.90 0.69
C 3.02 0.17 1.46
H -2.57 -0.19 3.24
H -0.84 2.41 0.58
C -0.60 -0.20 -3.11
C -0.14 0.70 1.28
C 1.35 -0.74 3.11
N -0.54 1.53 0.19
H -0.74 3.45 -1.41
H 0.85 -2.41 -1.88
H 0.14 -0.87 -3.31
H 1.77 -1.64 4.94
H 0.34 2.62 -2.31
H -2.08 1.47 3.23
H -1.22 2.33 -2.84
C 2.09 -1.41 4.03
N -0.73 0.06 -1.68
H -1.74 -1.68 -1.27
H 3.05 -1.81 3.84
H 0.28 -2.70 -0.19

Formally, the Löwdin partial charges of the atoms, in units of the elementary charge, are as follows: O 0.04; C -0.04; C -0.19; H 0.11; H 0.08; C 0.05; H 0.01; C 0.03; H 0.07; C 0.00; C -0.18; C -0.30; H 0.08; H 0.10; H 0.07; C 0.03; H 0.06; H 0.15; C 0.02; C 0.00; C -0.31; N 0.12; H 0.12; H 0.14; H 0.06; H 0.03; H 0.08; H 0.10; H 0.08; C 0.15; N -0.08; H 0.19; H 0.07; H 0.04



The ion C12H19N3 with charge +2 in a non-equilibrium geometry. Source: the OMol25 dataset; level of theory: ωB97M-V/def2-TZVPD.

Its SMILES is C[NH2+][C@H]1CC[N@@H+]([C@@H]2c3cccnc32)CC1. Its total energy is -632.21356 hartree. As for the HOMO-LUMO gap: 9.5 eV. As for the charge: +2. The value obtained for the energy above the lowest of the compared OMol25 structures with the same formula, charge and spin is 34.58 kcal/mol.

Positions of all 34 atoms, in Å:
C 0.15 2.36 1.84
C 0.64 -3.50 -2.98
H -1.34 -1.67 1.34
H 0.86 -0.12 -1.62
H -0.80 -2.62 -0.98
C 0.06 3.17 2.95
H 1.58 -1.37 0.49
H 1.36 0.92 0.58
H 0.76 -2.85 0.98
C 0.62 -1.88 0.48
H -1.00 5.81 1.03
N 1.14 -2.87 -1.73
H -0.29 -4.03 -2.80
C -0.65 4.81 1.27
H -0.48 -0.74 -2.58
C 0.14 -2.06 -0.96
H -1.51 0.62 1.20
H 0.28 2.91 3.98
C -0.41 -1.10 1.29
H -2.08 -0.42 -0.78
C -1.11 0.09 -0.74
N -0.55 4.01 0.19
H 1.47 -3.62 -1.11
C 0.37 1.20 0.89
H -0.04 -0.95 2.31
H 0.48 -2.75 -3.76
H 1.38 -4.21 -3.35
C -0.08 -0.67 -1.57
C -0.36 4.46 2.59
C -0.14 2.85 0.61
N -0.71 0.23 0.69
H -1.23 1.10 -1.14
H 1.96 -2.29 -1.96
H -0.47 5.21 3.35

Formally, the Löwdin partial charges of the atoms, in units of the elementary charge, are as follows: C -0.14; C 0.03; H 0.15; H 0.14; H 0.17; C 0.03; H 0.13; H 0.13; H 0.14; C -0.10; H 0.13; N 0.04; H 0.12; C -0.07; H 0.14; C -0.27; H 0.21; H 0.12; C -0.07; H 0.16; C -0.07; N 0.14; H 0.19; C -0.01; H 0.16; H 0.11; H 0.12; C -0.09; C -0.01; C -0.10; N -0.08; H 0.15; H 0.20; H 0.12



The molecule C12H19N3O in a non-equilibrium geometry. Source: the OMol25 dataset; level of theory: ωB97M-V/def2-TZVPD.

Its SMILES is CCCCN/C(N)=N\OCc1ccccc1. Its total energy is -708.04891 hartree. As for the HOMO-LUMO gap: 9.1 eV. The value obtained for the energy above the lowest of the compared OMol25 structures with the same formula, charge and spin is 76.56 kcal/mol.

Positions of all 35 atoms, in Å:
H -0.89 -1.75 1.31
N 3.29 -1.91 1.19
H 3.78 1.78 -0.65
N 1.32 -1.58 0.04
C 2.91 1.14 -0.23
H 4.20 -0.51 -0.54
C -1.67 -1.30 0.77
C 2.54 -1.26 0.27
H 0.88 2.53 1.32
H -1.02 1.61 -0.99
H 3.58 -1.21 1.89
H -2.50 -0.80 2.61
H 3.04 1.29 0.88
O 0.83 -1.17 -1.23
N 3.22 -0.28 -0.51
C -3.72 -0.22 0.89
C 0.49 1.78 0.54
C -3.75 -0.17 -0.52
H -1.69 1.74 0.75
H 0.42 0.80 1.17
C -1.63 -1.28 -0.65
H -2.65 -0.40 -2.31
H -4.67 0.25 -1.05
C -0.88 2.13 0.05
H -0.30 -2.76 -1.42
H -1.03 3.20 0.00
C -2.73 -0.65 -1.24
H -4.59 0.19 1.49
C -2.67 -0.74 1.55
H 1.52 2.59 -1.05
H -0.65 -1.42 -2.52
C -0.44 -1.69 -1.54
H 1.16 0.99 -1.45
C 1.54 1.58 -0.63
H 2.73 -2.49 1.81

Formally, the Löwdin partial charges of the atoms, in units of the elementary charge, are as follows: H 0.08; N 0.13; H 0.14; N 0.12; C -0.21; H 0.11; C -0.05; C -0.49; H 0.12; H 0.10; H 0.11; H 0.10; H 0.11; O -0.16; N 0.02; C -0.12; C -0.28; C -0.11; H 0.08; H 0.11; C -0.16; H 0.12; H 0.13; C -0.13; H 0.12; H 0.06; C -0.10; H 0.12; C -0.11; H 0.11; H 0.10; C -0.14; H 0.09; C -0.21; H 0.10



The molecule C12H19N3O2S in a non-equilibrium geometry. Source: the OMol25 dataset; level of theory: ωB97M-V/def2-TZVPD.

Its SMILES is COCCCN1CN(Cc2ccco2)CNC1=S. Its total energy is -1181.56009 hartree. As for the HOMO-LUMO gap: 8.5 eV. The value obtained for the energy above the lowest of the compared OMol25 structures with the same formula, charge and spin is 25.91 kcal/mol.

Positions of all 37 atoms, in Å:
H -0.44 1.03 4.06
H -0.29 3.07 -1.51
C -0.30 -1.67 -2.27
N 0.48 -0.69 -1.53
H -4.09 -3.15 0.12
H -0.89 0.84 -1.87
O -0.99 -3.52 -0.82
N 2.06 -0.19 0.10
H -1.30 4.05 0.55
H 1.89 -2.04 -0.84
H 0.00 -0.41 3.12
C -0.58 2.57 1.92
H 0.42 2.96 2.13
C -2.07 -3.93 -0.13
N 0.59 1.46 -0.56
H -0.99 0.13 -0.23
H -3.18 -1.22 -1.54
H -0.77 -1.15 -3.11
C -1.03 2.99 0.53
H -1.97 -4.84 0.43
H 0.93 3.45 -0.26
C 1.73 1.11 0.06
H 0.41 -2.41 -2.67
C -3.11 -3.08 -0.31
C 0.08 2.81 -0.51
H 0.60 -1.67 0.35
C -2.63 -2.06 -1.17
S 2.78 2.21 0.74
C -1.34 -2.38 -1.46
O -0.58 1.15 2.00
H 1.11 0.99 3.18
H -1.91 2.41 0.25
H -1.27 2.97 2.68
C 1.25 -1.25 -0.45
C 0.06 0.67 3.16
H 2.95 -0.42 0.52
C -0.30 0.43 -1.04

Formally, the Löwdin partial charges of the atoms, in units of the elementary charge, are as follows: H 0.09; H 0.12; C -0.10; N -0.12; H 0.10; H 0.14; O 0.04; N 0.03; H 0.12; H 0.14; H 0.09; C -0.24; H 0.09; C -0.12; N -0.09; H 0.13; H 0.11; H 0.13; C -0.14; H 0.12; H 0.07; C -0.83; H 0.13; C -0.06; C -0.19; H 0.13; C -0.03; S 0.63; C -0.27; O -0.22; H 0.08; H 0.11; H 0.12; C -0.17; C -0.11; H 0.12; C -0.15



Please write out number 2 again, unchanged.
The ion C12H19N2O with charge +1 in a non-equilibrium geometry. Source: the OMol25 dataset; level of theory: ωB97M-V/def2-TZVPD.

Its total energy is -652.91543 hartree. As for the HOMO-LUMO gap: 7.9 eV. As for the charge: +1. The value obtained for the energy above the lowest of the compared OMol25 structures with the same formula, charge and spin is 152.36 kcal/mol.

Positions of all 34 atoms, in Å:
O 0.03 -0.41 3.34
C 1.84 -0.13 1.92
C -0.73 -1.13 -0.85
H -1.57 -0.58 -3.36
H -0.25 0.62 -3.64
C -0.64 2.55 -2.02
H 1.24 -1.38 -0.46
C -2.17 0.56 2.67
H -2.81 0.58 1.85
C 0.55 -1.99 -0.83
C -0.64 1.33 -1.20
C -0.72 0.20 2.37
H -1.18 -0.85 0.08
H 3.98 -0.34 1.71
H 3.27 0.90 0.69
C 3.02 0.17 1.46
H -2.57 -0.19 3.24
H -0.84 2.41 0.58
C -0.60 -0.20 -3.11
C -0.14 0.70 1.28
C 1.35 -0.74 3.11
N -0.54 1.53 0.19
H -0.74 3.45 -1.41
H 0.85 -2.41 -1.88
H 0.14 -0.87 -3.31
H 1.77 -1.64 4.94
H 0.34 2.62 -2.31
H -2.08 1.47 3.23
H -1.22 2.33 -2.84
C 2.09 -1.41 4.03
N -0.73 0.06 -1.68
H -1.74 -1.68 -1.27
H 3.05 -1.81 3.84
H 0.28 -2.70 -0.19

Formally, the Löwdin partial charges of the atoms, in units of the elementary charge, are as follows: O 0.04; C -0.04; C -0.19; H 0.11; H 0.08; C 0.05; H 0.01; C 0.03; H 0.07; C 0.00; C -0.18; C -0.30; H 0.08; H 0.10; H 0.07; C 0.03; H 0.06; H 0.15; C 0.02; C 0.00; C -0.31; N 0.12; H 0.12; H 0.14; H 0.06; H 0.03; H 0.08; H 0.10; H 0.08; C 0.15; N -0.08; H 0.19; H 0.07; H 0.04